Entry 1:
{
  "formula": "CH3FOS2",
  "method": "wB97M-V/def2-TZVPD",
  "e_homo_ev": [-8.9, -8.8],
  "lumo_ev": [-2.804, -2.796],
  "relative_energy_kcal_mol": 60.7,
  "charge": 0,
  "orbital_gap_ha": [0.22229, 0.22155],
  "elements": ["H", "H", "C", "O", "H", "S", "F", "S"],
  "xyz": [[-1.580341, 0.872221, 0.735336], [-2.122122, -0.876337, 0.729656], [-1.453336, -0.118534, 0.289560], [0.315816, -1.381505, -1.034404], [-1.640902, -0.077793, -0.778874], [0.273460, -0.806610, 0.301726], [3.651112, 1.579869, -0.616868], [2.556310, 0.808686, 0.373866]],
  "atomic_forces_ev_per_a": [[0.20, -0.32, 0.17], [0.37, 0.31, 0.08], [0.52, -0.08, -0.07], [0.12, -0.80, -0.17], [-0.13, 0.12, -0.08], [0.24, 1.53, -0.58], [-1.30, -0.54, 0.12], [-0.02, -0.22, 0.54]],
  "mulliken_charge": [0.3075, 0.2853, -0.7248, -0.3930, 0.2778, 0.4735, -0.2500, 0.0235]
}


Entry 2:
{
  "formula": "CH3FP2",
  "method": "wB97M-V/def2-TZVPD",
  "e_homo_ev": -9.9,
  "lumo_ev": 0.506,
  "relative_energy_kcal_mol": 46.1,
  "smiles": "FC#P.P",
  "charge": 0,
  "orbital_gap_ha": 0.38362,
  "elements": ["F", "P", "H", "H", "P", "C", "H"],
  "xyz": [[-2.055361, -1.268423, -0.206879], [-4.412469, 0.245801, 0.211019], [-0.256186, 0.210528, -1.086598], [0.277068, -1.017337, 0.449717], [0.510867, 0.290869, 0.061522], [-3.054945, -0.469860, -0.009581], [-0.563954, 0.778398, 0.808506]],
  "atomic_forces_ev_per_a": [[-0.80, 0.61, 0.12], [1.09, -0.20, -0.13], [-0.27, -0.10, -0.60], [-0.04, -0.59, 0.10], [0.95, 0.73, 0.26], [-0.69, -0.63, -0.02], [-0.24, 0.19, 0.27]],
  "mulliken_charge": [-0.1500, -0.2287, 0.0215, 0.0353, -0.0622, 0.3691, 0.0151]
}